A 7-piece molecular cluster, C5H24N2O7 overall at a distorted geometry, computed with wB97M-V/def2-TZVPD.

Positions of all 38 atoms, in Å:
1 O -0.469 -3.486 0.150
2 O -3.727 0.483 1.983
3 O -2.995 -1.433 -1.206
4 O -0.843 2.775 -0.178
5 O 1.245 1.726 1.111
6 O -1.394 1.687 2.519
7 O 0.753 -1.862 2.826
8 N 2.620 0.467 -0.233
9 N 2.656 0.129 2.031
10 C 0.900 -0.006 -2.186
11 C 1.981 0.925 -1.426
12 C 0.020 -0.719 -1.301
13 C 2.137 0.854 1.003
14 C 0.183 0.847 -3.105
15 H -0.856 2.354 3.025
16 H -0.443 0.024 -3.770
17 H 2.609 -0.869 2.045
18 H 2.218 0.312 2.959
19 H 1.649 -0.484 -2.828
20 H -3.401 0.451 1.140
21 H -0.145 -1.769 -1.438
22 H 2.843 1.272 -2.036
23 H -0.231 -2.627 0.461
24 H -0.795 1.337 1.965
25 H -0.600 1.567 -2.668
26 H -3.542 -1.601 -0.392
27 H 2.859 -0.380 -0.304
28 H -0.095 2.552 0.385
29 H -3.062 0.761 2.502
30 H 0.157 -0.460 -0.217
31 H -1.055 -0.283 -1.279
32 H -2.969 -2.067 -1.897
33 H 1.389 1.879 -1.172
34 H 0.308 -4.084 -0.033
35 H 0.936 -1.981 1.881
36 H -0.114 -2.033 3.038
37 H -1.585 2.342 0.344
38 H 0.853 1.403 -3.700

Output
**Charge**: 0
**DFT total energy**: -22884.86485 eV
**Max |F|**: 8.8 eV/A
**E_HOMO**: -9.775 eV
**Energy relative to the best compared isomer or geometry (same formula, charge and spin)**: 378.98 kJ/mol
**SMILES**: CC(C)CNC(N)=O.O.O.O.O.O.O
**LUMO**: -0.08 eV